Computed, not measured: a 7-piece molecular cluster, C32H83N5O12 overall, with wB97M-V/def2-TZVPD.

Properties
Spin multiplicity = 2
Net charge = +1
Highest occupied orbital energy (spin up / spin down) = -9.980 / -9.980 eV
Expectation value of S² = 0.7545
Calculated total energy = -66530.5448 eV
Max |F| = 3.77 eV Å⁻¹
Energy relative to the best compared isomer or geometry (same formula, charge and spin) = 2.543 eV
Gap between HOMO and LUMO (spin up / spin down) = 7.6674 / 2.3111 eV

Structure (XYZ):
```
132
C32H83N5O12, DFT wB97M-V/def2-TZVPD
O 1.34431 -3.08666 0.65046
O 3.03917 0.74182 -7.31329
O -4.13864 1.85091 0.85335
O 3.84337 -2.12428 -2.49588
O -7.42494 5.01803 4.95861
O 0.32061 4.76358 0.14810
O 7.05395 -2.40409 1.60229
O -4.01121 2.06434 3.54988
O -1.44085 -9.41881 -1.01454
O 1.14372 9.41307 2.37273
O -1.56989 -4.78346 -2.30418
O -1.82340 0.66585 0.89417
N 4.59149 0.20749 -4.03927
N -1.76413 -7.63397 -3.24721
N 3.53785 -3.84240 2.55630
N -7.09615 2.38475 3.86937
N -0.28923 7.54786 0.34745
C -3.09679 2.61903 4.46897
C 3.01748 -0.97266 -2.59113
C 0.15572 -3.86169 0.75316
C 3.97750 0.19203 -2.74278
C -0.99954 -5.33134 -3.45220
C -7.40198 6.22342 5.68964
C -0.02509 9.57465 1.58467
C -6.56273 3.59256 3.25686
C -1.94987 0.22634 -0.43700
C -0.71976 -9.64575 -2.26714
C -6.14818 1.58617 4.76757
C 4.75801 -2.94613 2.30032
C 8.43814 -2.67704 1.22891
C 3.31646 0.45352 -8.68121
C -0.38971 5.39906 -0.89690
C -1.28639 -8.98074 -3.45428
C 2.38034 -3.02623 2.98461
C -1.77097 -3.44777 -2.61386
C 0.24885 8.83312 0.24840
C 4.35060 -2.34000 -1.18684
C -6.34747 4.76881 4.18223
C -0.90046 -9.98883 0.10245
C 1.16564 8.29923 3.22750
C -0.53975 0.00425 -1.07294
C 3.84050 0.99791 -5.07614
C 4.18089 0.56564 -6.52275
C -0.60325 -6.78514 -3.10877
C 6.13556 -3.49354 1.67579
C 1.73913 -2.32245 1.80308
C -0.27763 3.51961 0.50004
C -4.82836 0.97901 4.04237
C 0.00718 6.90427 -0.92496
H -0.16234 -4.01514 1.78437
H 8.53598 -3.08595 0.22327
H -2.60053 -3.33811 -3.31235
H 1.29992 8.96287 -0.00950
H 0.00223 -0.65103 -0.39105
H -1.55485 -9.78460 0.94990
H -2.08087 2.79555 4.11561
H -1.62518 -5.29074 -4.34384
H -6.80621 0.73347 4.93491
H -0.77730 -3.04346 -2.80692
H -1.26820 3.74481 0.89517
H 4.09754 1.06324 -9.13535
H -8.30725 6.27147 6.29486
H -2.60988 0.89113 -0.99426
H -7.95007 2.60787 4.36043
H -0.64638 -9.06867 -4.33220
H -0.04075 -4.83483 -3.60155
H -0.67199 7.31224 -1.67353
H 2.67541 -2.31185 3.75318
H -3.48314 3.50071 4.98031
H 5.10774 -2.51165 3.23680
H -2.18377 -3.08234 -1.67357
H -2.19388 -9.55693 -3.63470
H -2.28864 -7.42469 -2.40984
H 4.57983 -0.44102 -6.64761
H -2.92713 1.94715 5.31034
H 3.63762 -2.71565 -0.45292
H 1.06060 7.00798 -1.18503
H 0.38097 -4.69902 0.09268
H -0.67638 -3.30425 0.32306
H 4.93761 1.25870 -6.89037
H 4.77288 0.17007 -1.99780
H -0.38380 3.00378 -0.45430
H -0.03113 -6.92074 -2.19095
H 1.69661 -3.74678 3.43341
H -5.97730 2.20486 5.64855
H 5.02924 -3.18658 -1.29094
H -0.20102 5.04073 -1.90888
H -0.20785 9.37404 -0.58042
H 0.35923 7.04553 0.93674
H -0.72397 -11.05863 -0.00925
H -7.14418 3.81890 2.36311
H 0.15142 2.87255 1.26511
H -2.66298 0.95998 1.25498
H -4.30520 1.98052 1.78699
H 3.73152 -0.54083 -8.84587
H 0.86058 -1.82452 2.21335
H 2.32616 -1.11591 -3.42158
H 0.20665 -7.11858 -3.75760
H -0.06801 10.63074 1.31833
H -0.94162 9.35022 2.13029
H 2.34010 -1.47583 1.47117
H -1.45304 5.39173 -0.65735
H -6.48981 6.24859 6.28582
H -0.56864 -0.45752 -2.05986
H 3.57414 1.18783 -2.55896
H 4.03964 2.06493 -4.97656
H 6.52442 -4.25859 2.34778
H -4.85195 2.31541 0.41557
H 6.15012 -3.88505 0.65863
H 4.98357 -1.54204 -0.79862
H 2.75495 0.98679 -4.97844
H 0.16388 8.04863 3.57645
H 4.36350 -2.15961 1.65701
H 9.02794 -1.76289 1.29653
H 0.08878 0.89191 -1.00150
H 2.41932 -0.91320 -1.68186
H -2.68480 -0.57152 -0.54383
H -7.52457 7.11269 5.07136
H 8.85804 -3.46331 1.85627
H 4.76545 -0.77259 -4.21038
H -6.01052 5.53655 3.48573
H -5.58860 3.37599 2.81837
H 1.55122 7.52487 2.56432
H -5.48687 4.71775 4.84921
H -0.66201 -10.73171 -2.34093
H 1.90899 8.29606 4.02469
H 2.42123 0.55142 -9.29528
H 0.02572 -9.48948 0.38696
H 0.31270 -9.33093 -2.11546
H 3.28418 -4.22111 1.65501
H -5.07497 0.29178 3.23304
H -4.29017 0.33248 4.73551
```


Computed, not measured: C32H84F6N12O9P4V as an isolated structure, with wB97M-V/def2-TZVPD.

Properties
Spin multiplicity = 2
Highest occupied orbital energy (spin up / spin down) = -7.992 / -7.999 eV
Expectation value of S² = 0.8294
Calculated total energy = -150006.5474 eV
Max |F| = 4.84 eV Å⁻¹
Gap between HOMO and LUMO (spin up / spin down) = 8.2519 / 8.6646 eV

Structure (XYZ):
```
148
C32H84F6N12O9P4V, DFT wB97M-V/def2-TZVPD
V -0.21156 -0.46819 0.95892
P 2.06290 2.29032 1.89394
P -2.32702 -3.16719 -0.44570
P -0.38542 -1.56769 4.56161
P 1.24853 3.10366 -5.57107
F -2.91867 2.82338 3.32800
F -4.79774 3.15350 2.16572
F 2.80781 -4.55247 1.56124
F 3.77925 -4.55848 -0.28914
F -4.38065 1.27051 3.28995
F 1.63667 -4.74054 -0.26496
O 2.05479 4.06085 -4.76707
O 1.35415 0.98464 1.56214
O -1.61293 -2.09524 0.31063
O 2.59177 -1.99060 -0.92454
O -0.19027 -0.86906 3.27759
O -2.11304 0.70968 1.36035
O -2.90779 2.70240 0.42713
O 0.00513 0.03602 -0.59851
O 1.47936 -1.94021 1.01333
N 3.45557 1.93343 2.85268
N 1.11843 -2.18853 5.08198
N -4.05026 -3.11805 -0.23071
N 2.72596 3.15707 0.53946
N -2.10543 -3.05707 -2.13344
N 2.18210 1.95737 -6.43220
N -1.51422 -2.84695 4.45937
N 0.21722 3.86957 -6.69015
N -0.99404 -0.66131 5.85174
N 1.04108 3.38746 2.65585
N -1.84213 -4.77015 -0.10535
N 0.28756 2.16954 -4.52621
C -0.96446 -1.13035 7.24616
C 0.75845 4.28289 -7.94941
C -3.71219 3.03278 -0.76096
C 1.61991 -3.43683 4.41532
C 2.10579 -1.18620 5.52384
C -1.10189 -5.07704 1.17108
C -4.91349 -3.84143 -1.08177
C -0.71550 -3.31359 -2.59305
C -2.85717 3.83149 -1.74561
C 4.35762 0.75336 2.63869
C 1.55277 0.91648 -7.28512
C 3.70014 -1.42610 -1.54939
C -3.85087 2.24098 2.54119
C 3.46830 -1.30125 -3.05783
C 2.60483 -2.51991 0.41971
C 4.04946 2.96253 3.66377
C -0.88854 1.39687 -5.03864
C -1.52249 -3.98484 5.43857
C -2.07412 -5.86335 -1.04121
C -2.68688 -1.93689 -3.01072
C 2.71224 -4.13910 0.30716
C -1.88029 0.46906 5.57944
C 3.53915 1.68894 -6.04051
C -4.59741 -1.95842 0.52122
C 0.43740 2.93484 3.91023
C -2.79989 -2.72429 3.69051
C 3.43355 4.47044 0.60888
C -0.86889 4.70390 -6.27733
C 0.02226 4.02836 1.81946
C -3.23536 1.59264 1.27557
C 0.74560 1.78880 -3.23782
C 3.05129 2.38748 -0.64634
H -4.54157 -4.83490 -1.33238
H 0.05982 4.84097 -8.57278
H -2.13197 -3.76541 6.31520
H 4.22280 -0.61194 -3.43689
H 2.20451 0.62713 -8.10951
H -0.78070 -3.90549 -3.50602
H 1.66419 4.88031 -7.84541
H -2.81024 0.38531 6.14184
H -1.30735 2.00927 -5.83718
H -1.74922 4.52569 -6.89488
H 2.49901 -0.86148 -3.29271
H -0.26801 -0.59849 7.89438
H -0.24051 -5.72776 1.02048
H -0.04701 3.78934 4.38276
H -2.76913 4.79776 -1.24896
H -2.49601 -6.74530 -0.55927
H -4.06785 2.15820 -1.30568
H -0.09521 1.29487 -2.75083
H -1.40280 1.37927 5.94226
H -4.48932 -1.05731 -0.08245
H 4.37677 0.18779 3.57029
H -1.79667 3.59124 -1.82107
H -2.03720 -4.75818 4.86838
H 2.70725 -3.45786 4.34233
H -1.00980 4.42233 -5.23380
H -0.54948 4.67120 2.48876
H 0.45050 4.70788 1.08260
H -1.81216 -5.71437 1.69780
H 3.50484 -2.03008 0.79140
H -2.12076 -1.02046 -2.84405
H -3.70113 -2.28179 4.11484
H -2.53661 -2.13690 2.81087
H -1.10247 -6.05192 -1.49778
H -0.14301 -2.42709 -2.86597
H 5.37710 1.01892 2.35899
H 2.24036 1.67034 -0.77359
H -0.04765 -3.88036 -1.94431
H 1.47512 0.98181 -3.30620
H -0.55910 3.27629 1.28606
H -0.68233 -2.18320 7.24527
H -3.71536 -1.71167 -2.72860
H -2.66317 -2.12369 -4.08433
H 4.14416 1.10410 -6.73334
H -1.57780 1.23909 -4.20910
H -5.90463 -3.94677 -0.64057
H -5.63661 -2.11837 0.80857
H 1.01092 3.39422 -8.52787
H 3.12689 2.98143 -1.55717
H 3.94742 1.81954 -0.39639
H 1.31346 -3.55214 3.37565
H 0.62339 1.17087 -7.79467
H 3.97955 2.63788 -5.73444
H 3.39622 4.94699 -0.37072
H 4.00746 0.19036 1.77352
H 3.09217 5.17051 1.37142
H -1.05552 -4.18298 1.79286
H -0.33115 2.21997 3.61632
H 1.69270 -0.55190 6.30813
H -1.95532 -1.09436 7.69894
H -0.51633 -4.19372 5.80207
H 3.53705 1.14097 -5.09827
H 3.03055 -1.65537 5.85968
H -0.64753 0.50449 -5.61629
H 3.47529 -2.25956 -3.57714
H 3.34837 3.78778 3.78845
H 4.92609 3.42501 3.21019
H -3.25788 3.94391 -2.75302
H -5.04068 -3.24036 -1.98212
H -0.54746 5.74432 -6.22933
H 1.33897 -4.30365 5.01348
H 4.25952 2.65402 4.68789
H 4.49800 4.23608 0.61833
H 3.76787 -0.37124 -1.28331
H 4.61895 -1.93919 -1.26545
H -2.13855 0.57848 4.52615
H 1.04688 2.69854 -2.71848
H 1.19823 2.66270 4.64180
H -3.19342 -3.65954 3.29235
H 1.29419 0.07460 -6.64287
H -4.60251 3.54269 -0.39296
H -2.83598 -5.57756 -1.76645
H -4.08167 -1.74825 1.45820
H -4.05383 1.04249 0.81129
H 2.40771 -0.50627 4.72719
```


Computed, not measured: a 9-piece molecular cluster, C32H86N4O12 overall, with wB97M-V/def2-TZVPD.

Properties
SMILES = COC[C@H](C)N.COCCNCCOC.COCCNCCOC.COCCNCCOC.CCO.CCO.CCO.CCO.CCO
Highest occupied orbital energy = -8.420 eV
Calculated total energy = -65104.1332 eV
Max |F| = 1.45 eV Å⁻¹
Gap between HOMO and LUMO = 8.8595 eV

Structure (XYZ):
```
134
C32H86N4O12, DFT wB97M-V/def2-TZVPD
O 1.85376 2.48880 -3.65737
O 2.97000 -0.21711 4.27674
O -0.71181 -3.58907 3.47584
O 0.94568 -5.36874 -5.33961
O -0.30671 0.87592 7.84114
O -4.02406 4.13073 1.46346
O 4.62341 -1.62034 0.27528
O 0.28703 3.34672 0.91169
O -0.11630 -2.96843 -3.02763
O -1.04313 3.20796 -7.01805
O -0.38185 1.01335 2.03825
O -4.39116 -0.84773 -1.90822
N 2.52924 2.47035 2.79455
N -0.86133 2.70448 -4.33445
N 2.47518 -3.45943 -3.92315
N 0.00639 -0.52804 4.47056
C 0.96207 -4.10355 1.79613
C -1.35622 -2.38015 -2.73939
C 0.06892 -0.04159 6.84098
C 2.57712 -0.42534 0.40740
C -1.62471 0.69759 1.42081
C 0.11774 -3.03416 2.48072
C -5.02523 -1.32935 -0.71669
C -1.46179 0.34738 -0.03912
C -5.25165 2.20649 0.64331
C 0.15939 0.49093 9.10752
C 0.94725 -2.43372 -2.28027
C -1.91543 3.55464 -4.83879
C -0.44276 0.42646 5.50079
C 3.76032 1.76702 3.10069
C 2.17953 -3.28530 -2.49071
C -2.23147 3.17449 -6.26151
C 0.83403 2.20994 -2.70478
C -0.88730 4.14804 0.88277
C 3.72149 0.98248 4.38973
C -1.20906 2.67475 -8.30591
C 1.87073 -5.81661 -4.37213
C 2.95505 1.64281 -3.50604
C -4.24242 -2.48923 -0.15095
C -0.33964 3.08670 -3.02477
C 3.74105 -1.33283 3.87295
C -1.95790 0.51363 5.47140
C 1.46734 4.08170 1.22308
C 2.58607 3.11244 1.49365
C 2.97041 -4.80199 -4.23723
C -5.33195 3.63253 1.13320
C -0.21967 -6.15018 -5.35446
C 3.90775 -0.50841 -0.27784
H 2.10724 -1.41456 0.36862
H -6.25147 1.85860 0.36951
H 1.02266 -0.42655 4.40965
H -0.08797 1.87792 1.69566
H 4.50147 0.40536 -0.14566
H -1.66155 -2.56651 -1.70074
H -4.59559 -2.69874 0.86265
H 0.54204 1.15394 -2.75363
H 4.74093 0.73351 4.70273
H -1.13431 3.00849 -2.28210
H 1.86298 0.29647 0.00998
H -4.12609 4.71365 2.21945
H 1.69735 -4.53542 2.47645
H -0.46597 -0.31169 9.51775
H 1.16800 -0.10015 6.77201
H -1.61192 4.61671 -4.78550
H 0.02006 4.12709 -3.12035
H -4.36182 -3.41532 -0.70994
H -4.88093 1.46723 1.35928
H -0.12083 2.55197 -5.00126
H 1.58435 -3.37655 -4.40646
H 3.63833 1.85138 -4.32733
H 1.99698 -4.23697 -1.97771
H -0.30331 2.89913 -8.86859
H -2.37145 0.96043 6.37838
H -0.74998 4.99546 0.19641
H -2.81411 3.40749 -4.23356
H -2.45495 0.28426 -0.48933
H 3.46129 1.84484 -2.54759
H -5.04420 -0.47800 -2.50693
H -2.07763 -2.88908 -3.37787
H 1.37421 -5.97231 -3.40035
H 1.27442 2.45428 -1.72683
H -2.40633 -0.48907 5.44710
H 2.65646 -0.21318 1.47589
H 4.52612 2.54916 3.21730
H 4.31853 -1.72556 4.71771
H -2.27511 1.58455 1.50459
H 3.53370 3.65951 1.49273
H -1.44111 -1.29897 -2.89829
H -4.59452 2.10889 -0.22552
H 2.59499 2.38694 0.66364
H 1.69621 1.90967 2.93526
H -1.10485 4.55397 1.87261
H -1.30991 1.58216 -8.26779
H -0.87472 -5.74952 -6.12705
H -0.06476 1.44219 5.30779
H -2.07428 3.10707 -8.81901
H 3.64788 -5.13737 -3.44585
H 1.30148 4.73384 2.08621
H 4.41257 -1.06129 3.05328
H -1.00081 -2.83440 4.00625
H -6.00885 -1.73457 -0.98010
H 2.25870 -6.80813 -4.65923
H 3.25478 1.59560 5.16314
H -3.18183 -2.24248 -0.08026
H -0.47666 -2.52488 1.70774
H 0.01450 -7.18898 -5.62866
H -5.11995 -0.49240 -0.02388
H 5.56582 -1.47500 0.15862
H -2.33966 1.04381 4.59658
H -2.63250 2.14741 -6.24484
H 0.11233 1.35880 9.76455
H 4.11540 1.16209 2.25074
H -0.73700 -6.13128 -4.38986
H -2.14858 -0.05284 2.01741
H -0.85064 1.08999 -0.55787
H -5.99231 3.68017 2.00006
H -0.91317 -0.59125 -0.16787
H 0.80544 -2.30034 2.91037
H 1.09652 -1.35708 -2.44315
H 3.01660 -2.76467 -2.01780
H 1.44401 -3.67434 0.91771
H 2.72550 0.56896 -3.51601
H 3.58216 -4.76531 -5.14267
H -0.28466 -0.11698 3.58297
H -2.99572 3.82168 -6.70923
H 1.69979 4.67016 0.32756
H 0.71603 -2.53119 -1.20112
H 3.81411 -0.67220 -1.35812
H 1.20484 0.16110 9.07206
H -0.32387 -1.04093 7.07588
H -5.73406 4.22770 0.30914
H -1.68602 3.54162 0.47127
H 3.07071 -2.11886 3.53171
H 0.32501 -4.93739 1.48602
```